Record 1
C18H18N4O3S | ωB97M-V/def2-TZVPD

```
! wB97M-V def2-TZVPD RIJCOSX def2/J DEFGRID3
* xyz 0 1
H 5.555 -2.340 -0.059
H -4.503 0.794 -0.234
O -2.435 0.852 3.221
C -0.461 -0.778 -0.292
C -5.274 0.220 3.104
H 2.560 3.045 -2.673
H 1.887 1.636 -1.912
N -2.331 -0.078 1.111
H 1.183 -1.406 -1.456
S 7.308 -1.013 -1.273
H -7.056 0.683 -0.407
C -1.027 -0.404 0.844
H 1.992 0.446 2.507
N 4.941 -2.113 -0.735
H 3.345 2.194 -1.389
H -8.408 0.107 1.683
C -3.071 0.229 2.076
C -5.176 0.400 0.830
H 5.698 0.791 -2.190
C 3.689 -0.172 -2.766
O 2.999 -1.273 -2.988
H 4.079 1.838 -3.835
C -0.088 0.225 1.916
H -7.359 -0.255 3.734
C -7.420 0.202 1.727
H -2.952 -0.555 0.161
C 1.839 -0.708 0.484
C -4.531 0.298 2.032
C 3.184 1.123 -3.209
N 5.008 -0.011 -2.203
C -6.739 -0.248 3.023
C 0.743 -0.956 -0.614
H 2.894 -2.549 -0.886
C 3.145 -0.671 0.238
H -0.443 0.718 2.640
H 2.726 1.164 -3.999
H -1.321 -1.346 -0.888
H -4.908 -0.044 4.047
C -6.622 0.488 0.397
C 2.721 2.126 -2.179
O 4.098 0.124 0.821
N 3.656 -1.949 -0.336
C 1.164 0.012 1.404
C 5.711 -0.845 -1.477
*
```

Computed properties:
HOMO level, Eh: -0.32373
Kohn-Sham gap, eV: 7.5
Relative energy (zero: lowest compared OMol25 entry of this formula, charge and spin), eV: 19.065

Atomic partial charges in e from the Löwdin method, atoms 1 to 2: 0.0163, 0.1769


Record 2
C18H18N4O4 | ωB97M-V/def2-TZVPD

```
! wB97M-V def2-TZVPD RIJCOSX def2/J DEFGRID3
* xyz 0 1
H -1.668 3.429 2.017
C -2.572 0.911 0.230
H -2.348 3.533 0.364
C -2.356 0.612 -2.029
H -0.166 1.096 1.605
H 3.405 -1.893 1.775
C -3.943 -2.528 -0.586
C 5.942 -0.946 -0.242
H 1.558 -0.348 1.696
H 5.666 -2.601 1.073
H -1.275 -2.839 -0.636
C -0.343 2.782 0.430
H -1.202 2.022 -3.104
H -4.133 -2.955 -1.583
H -1.398 -4.417 0.183
C -3.359 -1.144 -0.730
O -2.364 1.683 1.310
C 4.123 0.617 -0.382
C 5.383 0.218 -0.768
C -1.881 1.201 -3.314
N -2.182 1.358 -0.944
C 5.219 -1.704 0.676
N 0.306 1.683 0.911
O 0.118 3.571 -0.353
N 1.530 1.332 0.486
H -4.883 -2.481 -0.028
C -3.170 -0.353 0.409
C -3.539 -0.778 1.701
H -2.096 -4.200 -1.444
H 5.946 0.806 -1.480
C 3.390 -0.136 0.540
C -2.944 -0.647 -1.956
H 7.574 -0.762 -1.227
H -3.070 -1.236 -2.852
C -1.910 -3.719 -0.475
N -3.829 -1.092 2.765
H -2.731 1.587 -3.876
O -3.116 -3.387 0.166
C -1.742 2.931 1.047
H -1.384 0.450 -3.923
O 7.179 -1.375 -0.594
C 2.071 0.281 0.955
C 3.959 -1.301 1.061
H 3.679 1.516 -0.779
*
```

Computed properties:
Structure (SMILES): COCc1cc(C)nc(OCC(=O)N/N=C/c2ccc(O)cc2)c1C#N
HOMO level, Eh: -0.30057
Kohn-Sham gap, eV: 8.2
Relative energy (zero: lowest compared OMol25 entry of this formula, charge and spin), eV: 3.073

Atomic partial charges in e from the Löwdin method, atoms 1 to 2: 0.1414, -0.2812


Record 3
C18H18N4O4S2 | ωB97M-V/def2-TZVPD

```
! wB97M-V def2-TZVPD RIJCOSX def2/J DEFGRID3
* xyz 0 1
H -3.750 4.049 -1.133
C 0.084 -1.356 1.402
S -2.522 0.137 1.106
H -3.517 1.472 -5.331
H -5.453 0.842 -1.178
C 4.063 -2.636 2.562
C -2.977 3.976 -3.133
H 0.649 -3.849 0.585
C 5.969 -0.664 2.143
H -4.776 0.587 -3.410
N -2.033 2.528 0.326
H 6.706 0.107 1.976
H 0.499 -2.074 -1.135
N 0.195 -0.056 1.003
H 2.247 -1.819 -1.057
O 2.456 -1.147 1.451
H 4.383 0.436 1.207
O -4.943 3.521 0.770
H 7.337 -1.989 3.128
C -2.908 3.257 -4.315
H 5.632 -3.733 3.497
C -3.002 1.745 0.642
N -5.057 1.762 -1.066
C -4.269 1.539 -3.336
H -2.472 4.926 -3.049
C -4.337 2.265 -2.151
C 1.455 -2.557 -0.948
C 4.674 -0.474 1.709
C 1.490 -3.170 0.447
C 1.410 -2.090 1.544
N -0.841 1.967 0.430
C -0.898 0.732 0.821
S -4.737 2.137 0.520
C -3.688 3.491 -2.051
H 2.418 -3.731 0.574
H 1.400 -2.571 2.532
O -5.448 1.164 1.288
H 3.343 -3.420 2.741
C 5.368 -2.815 2.995
C 3.710 -1.460 1.916
C -3.561 2.040 -4.414
O -0.989 -1.881 1.599
C 6.324 -1.838 2.789
H 1.118 0.340 0.862
H 1.601 -3.330 -1.697
H -2.352 3.642 -5.156
*
```

Computed properties:
Structure (SMILES): CC[C@@H](Oc1ccccc1)C(=O)Nc1nnc(S(=O)(=O)Nc2ccccc2)s1
HOMO level, Eh: -0.31878
Kohn-Sham gap, eV: 8.9
Relative energy (zero: lowest compared OMol25 entry of this formula, charge and spin), eV: 0.618

Atomic partial charges in e from the Löwdin method, atoms 1 to 2: 0.0911, -0.4318


Record 4
C18H18N6O3S | ωB97M-V/def2-TZVPD

```
! wB97M-V def2-TZVPD RIJCOSX def2/J DEFGRID3
* xyz 0 1
H 1.347 2.359 2.324
N 1.336 -1.295 0.006
H 7.903 3.345 -1.180
H 4.945 -1.704 -3.246
H -3.262 -3.512 1.968
H -6.632 0.087 2.285
H -4.860 -0.055 -1.212
H 6.289 2.809 -0.446
C 0.903 1.466 2.161
S -7.160 -0.954 0.080
N 1.345 0.580 1.174
H -2.190 -0.168 2.856
C -5.407 -1.388 0.276
C -4.489 -0.665 -0.393
H -7.954 0.793 1.603
H 7.458 1.673 -0.823
C 6.510 2.341 -2.591
C -1.173 0.042 2.441
C -5.012 -2.483 1.178
H -2.277 -0.558 -0.780
C -2.778 -1.781 0.836
C -0.732 -0.842 1.497
N 3.390 -0.905 -1.173
C 0.650 -0.592 0.909
C -3.165 -0.954 -0.181
O -1.456 -1.910 1.030
C 2.424 -0.461 -0.289
C 4.937 -0.635 -2.996
C 4.663 1.069 -1.739
N 5.580 1.228 -2.703
O -7.970 -2.175 -0.042
C -0.302 1.221 2.797
H 2.991 -1.707 -1.635
H -0.625 2.018 3.514
H 7.399 1.995 -3.086
O -7.372 0.047 -0.970
N 2.412 0.638 0.426
N 5.791 0.149 -3.540
C 7.057 2.635 -1.190
C 4.209 -0.118 -1.882
H -8.176 -0.714 2.252
H 6.068 3.173 -3.170
H -5.687 -3.108 1.661
C -3.649 -2.690 1.450
H 4.246 1.821 -1.111
C -7.527 -0.117 1.656
*
```

Computed properties:
Structure (SMILES): CCn1cc(Nc2nc3c(Oc4ccc(S(C)(=O)=O)cc4)cccn3n2)cn1
HOMO level, Eh: -0.28573
Kohn-Sham gap, eV: 8.0
Relative energy (zero: lowest compared OMol25 entry of this formula, charge and spin), eV: 4.665

Atomic partial charges in e from the Löwdin method, atoms 1 to 2: 0.0807, 0.1776


| no. | E_tot (a.u.) |
| --- | --- |
| 1 | -1539.0229 |
| 2 | -1216.6676 |
| 3 | -2013.0631 |
| 4 | -1649.0115 |